DFT (ωB97M-V/def2-TZVPD) results for the molecule C4H10N4.

Charge: 0
HOMO-LUMO gap (alpha / beta) (eV): 6.3 / 6.3
F_max (eV Å⁻¹): 3.0
Energy (eV): -10264.576

Bonds (Å) are listed after each position.
Atoms and positions in Å:
1 C -1.42531 -0.36628 -0.38692  C2 1.484, C3 1.885, H7 1.086, H8 1.086
2 C -1.29440 -1.82662 -0.16011  C1 1.484, H9 1.090, H10 1.117, H11 1.091
3 C -0.49534 0.73180 0.83016  C1 1.885, N4 1.286, H6 1.089, N13 1.649
4 N -0.66461 1.99860 0.68574  C3 1.286, H5 1.018
5 H -0.42242 2.36685 -0.23235  N4 1.018
6 H -0.74366 0.28425 1.79087  C3 1.089
7 H -2.39245 0.05683 -0.13382  C1 1.086
8 H -1.06312 0.00395 -1.34196  C1 1.086
9 H -2.09049 -2.22315 0.46939  C2 1.090
10 H -0.34553 -2.04826 0.38537  C2 1.117
11 H -1.23247 -2.39696 -1.08789  C2 1.091
12 C 1.97715 1.54068 -0.78602  N14 1.270, H17 1.086, H18 1.083
13 N 0.94192 -0.01027 0.50988  C3 1.649, N14 1.373, N15 1.267
14 N 1.60364 0.33501 -0.64231  C12 1.270, N13 1.373
15 N 1.25663 -1.06025 1.14540  N13 1.267, H16 1.027
16 H 2.07884 -1.48690 0.70136  N15 1.027
17 H 1.88075 2.29714 -0.01288  C12 1.086
18 H 2.43086 1.80358 -1.73391  C12 1.083